19
Properties=species:S:1:pos:R:3:forces:R:3 method="wB97M-V/def2-TZVPD" e_tot_ha=-439.3943 e_above_lowest_ev=3.581
O -3.502 0.662 -0.414 -0.148 0.353 0.670
O -1.960 0.392 1.155 -0.152 0.660 0.265
O 2.473 0.111 -0.277 -0.411 -0.078 -0.137
N 0.585 0.894 0.867 -1.019 -0.413 0.021
C 1.071 -0.168 -0.144 0.104 0.125 0.714
C 0.922 -1.518 0.547 0.014 0.145 -0.063
C -2.324 0.168 -0.024 0.492 -0.091 -0.587
C 0.228 -0.037 -1.368 -1.140 0.413 0.354
H -1.117 0.015 -0.927 1.564 -0.627 -0.667
H 0.405 -0.873 -2.044 -0.100 -0.053 0.027
H -0.567 0.707 1.120 0.973 -0.114 -0.432
H 1.546 -1.566 1.441 0.032 0.011 -0.013
H -0.115 -1.704 0.823 -0.033 0.052 -0.043
H 0.443 0.900 -1.896 0.059 0.057 0.000
H 0.726 1.811 0.445 -0.127 -0.063 0.036
H 2.615 0.403 -1.184 -0.011 -0.009 0.024
H 1.247 -2.296 -0.140 0.021 0.002 -0.001
H -3.834 1.238 0.311 -0.120 -0.303 -0.099
H 1.159 0.860 1.708 0.005 -0.068 -0.069

---

17
Properties=species:S:1:pos:R:3:forces:R:3 method="wB97M-V/def2-TZVPD" e_tot_ha=-632.5808 e_above_lowest_ev=6.222
S 4.209 -0.014 -0.199 -2.137 0.300 0.587
C -1.017 0.464 0.323 2.160 -0.340 3.149
C 0.227 0.739 -0.494 -0.259 0.629 -1.940
C -2.262 0.429 -0.434 -0.264 1.699 -2.565
C 1.443 0.317 0.257 0.964 0.329 -1.572
C -0.468 -0.995 0.557 -0.455 -2.015 -0.915
C 0.643 -0.707 -0.467 -0.234 0.954 2.450
H 1.591 0.669 1.246 0.446 -0.519 0.940
H -3.092 0.059 0.185 0.111 -0.026 -0.834
H 4.424 -0.517 1.058 -0.365 0.288 -0.606
H -2.409 1.460 -0.821 -0.721 -0.029 0.924
H -1.057 1.156 1.202 -0.334 -0.745 -0.333
H -0.038 1.367 -1.335 1.259 0.327 -0.360
H -2.071 0.045 -1.482 -0.563 -1.014 1.378
H 0.014 -1.408 1.462 -0.894 0.520 0.064
H 1.065 -1.324 -1.188 0.667 -0.948 -1.102
H -1.202 -1.739 0.130 0.619 0.587 0.737

---

19
Properties=species:S:1:pos:R:3:forces:R:3 method="wB97M-V/def2-TZVPD" multiplicity=2 e_tot_ha=-344.2762 e_above_lowest_ev=1.068 s2=0.7505 charge=-1
O 1.147 -1.842 -1.908 -0.655 -0.715 -1.216
N -0.787 2.451 0.380 0.389 1.259 0.733
N 0.595 -1.729 1.077 -0.806 0.370 -0.738
C 0.600 1.454 -1.252 0.354 -1.317 -0.308
C -1.007 -0.025 -0.144 -0.141 0.203 1.269
C -0.574 -0.804 1.116 0.163 -0.450 -0.111
C -0.308 1.314 -0.265 -0.007 -0.029 -1.672
H 0.778 0.570 -1.875 -0.023 0.355 0.312
H -1.422 -1.443 1.379 0.053 0.153 0.233
H -0.078 3.180 0.367 -0.086 -0.005 -0.454
H 0.403 -2.375 1.840 0.376 -0.086 0.123
H 1.448 -1.220 1.297 0.004 0.008 0.154
H -0.911 -0.633 -1.037 0.235 0.165 -0.112
H -2.088 0.143 0.016 0.247 0.194 -0.151
H 1.853 -1.405 -1.449 0.241 0.149 0.789
H -0.404 -0.073 1.902 -0.341 0.143 0.349
H 1.239 2.288 -1.506 -0.324 0.440 0.396
H 0.645 -2.373 -1.270 0.529 0.482 0.382
H -1.127 2.522 1.332 -0.209 -1.318 0.024

---

17
Properties=species:S:1:pos:R:3:forces:R:3 method="wB97M-V/def2-TZVPD" smiles=CC(C)(O)CN e_tot_ha=-288.9698 e_above_lowest_ev=1.284
O 0.139 0.120 1.621 -1.577 -0.774 0.011
N -2.055 -0.043 0.206 0.062 -3.066 0.790
C 0.393 0.010 0.244 0.840 0.054 -0.609
C -0.846 -0.582 -0.429 1.128 -0.254 -1.761
C 0.643 1.407 -0.277 -1.331 2.209 1.205
C 1.594 -0.916 -0.011 0.455 -0.180 2.349
H -2.376 0.664 -0.366 -1.339 1.766 -0.985
H -0.279 2.053 -0.024 0.908 -1.056 -0.570
H -0.728 -1.660 -0.296 -0.642 0.034 -0.016
H 2.341 -0.625 0.847 -1.047 -0.825 -1.884
H -0.638 -0.366 -1.575 -1.198 -0.433 1.986
H 2.025 -0.800 -0.994 0.271 0.264 -0.226
H 1.374 1.961 0.356 0.120 -0.708 -0.809
H -0.868 0.045 1.554 1.185 0.579 1.020
H -2.805 -0.762 0.411 1.345 1.307 -0.735
H 0.795 1.493 -1.352 0.396 -0.051 0.042
H 1.293 -2.001 0.086 0.423 1.134 0.191

---

16
Properties=species:S:1:pos:R:3:forces:R:3 method="wB97M-V/def2-TZVPD" smiles="C[C@@H]1C(=O)N[C@@H]1C" e_tot_ha=-325.9088 e_above_lowest_ev=0.784
O 2.111 -0.964 -1.531 -0.335 0.013 0.331
N 0.289 -1.674 -0.199 0.047 -0.044 -0.179
C -0.345 -0.656 0.649 -0.139 0.067 0.177
C -1.717 -0.202 0.183 -0.008 0.003 -0.020
C 0.686 1.660 -0.285 -0.033 0.074 -0.017
C 1.280 -0.848 -0.665 0.187 -0.033 -0.191
C 0.873 0.267 0.315 0.095 0.110 0.015
H -2.063 0.650 0.778 0.043 -0.112 -0.080
H -0.366 1.888 -0.487 0.189 -0.065 0.011
H -2.450 -1.009 0.299 0.109 0.091 -0.005
H 1.230 1.730 -1.233 -0.057 0.007 0.167
H 1.574 0.293 1.155 -0.081 -0.031 -0.154
H -0.387 -0.959 1.702 0.016 0.034 -0.140
H -0.085 -2.520 -0.604 0.038 0.042 0.051
H 1.069 2.439 0.380 -0.078 -0.119 -0.093
H -1.701 0.091 -0.872 0.007 -0.037 0.128

---

25
Properties=species:S:1:pos:R:3:forces:R:3 method="wB97M-V/def2-TZVPD" e_tot_ha=-609.4234 e_above_lowest_ev=0.841 charge=+1
O -1.797 -1.364 0.100 -0.599 -0.040 0.219
O 1.784 0.107 -0.511 -0.045 -0.285 -0.111
O 0.384 2.519 -0.205 -0.223 0.125 0.022
N -1.667 -0.140 -0.488 0.046 0.244 -0.907
N 0.476 -1.470 0.400 0.190 0.244 -0.033
C -0.815 -1.733 1.040 0.314 0.145 0.603
C -1.133 0.814 0.153 -0.588 0.357 0.512
C 0.702 -2.305 -0.776 0.142 -0.281 -0.586
C -0.629 1.997 -0.625 -0.061 -0.100 -0.147
C 1.077 -0.297 0.508 1.006 -0.591 0.607
C -1.280 2.331 -1.913 -0.008 0.231 -0.282
C 1.289 0.398 1.809 -0.070 0.406 0.186
H -0.967 0.843 1.225 0.069 -0.166 0.010
H 1.613 -1.996 -1.284 -0.092 -0.120 0.084
H 0.803 -3.333 -0.426 0.003 0.062 -0.048
H 0.686 0.019 2.628 -0.045 -0.084 -0.070
H -1.159 3.390 -2.125 -0.018 0.026 0.046
H -0.908 -1.222 2.003 0.089 -0.038 -0.212
H 2.223 0.963 -0.362 -0.190 -0.082 0.151
H 2.338 0.235 2.069 0.024 -0.160 -0.024
H -0.757 1.785 -2.703 -0.039 -0.056 0.003
H -2.324 2.035 -1.932 -0.066 0.006 -0.021
H -0.956 -2.808 1.178 0.110 0.241 -0.015
H -0.137 -2.245 -1.473 0.091 0.086 0.086
H 1.154 1.477 1.710 -0.041 -0.172 -0.072

---

6
Properties=species:S:1:pos:R:3:forces:R:3 method="wB97M-V/def2-TZVPD" smiles=CO e_tot_ha=-115.6683 e_above_lowest_ev=1.317
O -0.878 -0.255 -0.089 -9.644 1.705 -0.754
C 0.417 -0.069 -0.007 1.636 3.015 -1.795
H -1.565 0.546 0.145 3.328 -2.944 -0.798
H 0.618 1.007 -0.279 1.020 -1.119 0.745
H 0.562 -0.465 0.904 2.624 -0.220 3.895
H 0.845 -0.764 -0.674 1.035 -0.437 -1.292

---

63
Properties=species:S:1:pos:R:3:forces:R:3 method="wB97M-V/def2-TZVPD" multiplicity=2 e_tot_ha=-3130.1571 e_above_lowest_ev=3.739 s2=0.7537
W 0.460 -0.411 0.175 -0.784 -0.617 -0.171
Cl 2.923 1.139 0.258 1.007 1.815 -0.638
S -3.557 -0.971 2.167 0.453 0.268 -0.148
S -0.276 0.249 2.460 0.141 -0.365 -1.186
P -1.725 -1.132 2.894 -0.938 -0.390 0.078
O 1.574 -2.386 -1.543 0.132 0.226 0.105
O 2.043 2.156 0.762 0.031 0.325 0.259
O 1.578 -2.072 2.929 0.118 -0.082 -0.073
O 4.275 1.484 0.469 0.287 -0.174 0.265
O 2.667 0.955 -1.151 0.045 -0.117 -0.419
O -1.141 -2.563 2.439 0.269 0.455 0.197
O -1.893 -1.165 4.482 0.177 0.047 -0.175
O 2.612 -0.116 0.923 -0.696 -0.643 0.171
N 0.284 -0.195 -2.260 0.284 0.215 0.984
N -0.458 1.596 -0.350 0.037 0.363 0.345
N 2.359 -3.974 2.020 -0.082 -0.049 -0.119
N -1.567 -0.883 -0.580 -0.367 -0.571 0.621
N 1.326 -2.331 0.663 0.029 -0.314 0.352
C 0.003 2.196 -1.608 0.185 -0.018 -0.338
C -2.429 0.269 -0.942 0.125 0.348 0.201
C -1.922 1.505 -0.213 -0.347 -0.199 -0.126
C -1.932 -3.756 2.413 -0.201 -0.252 -0.024
C 0.053 1.172 -2.750 -0.078 0.312 0.082
C -1.006 -0.582 5.453 0.173 -0.064 0.168
C -2.152 -4.330 3.800 0.132 0.219 -0.123
C 2.768 -4.649 0.920 -0.017 0.023 -0.192
C 1.821 -2.933 -0.451 -0.179 -0.040 -0.097
C -1.439 -1.857 -1.670 -0.022 -0.140 -0.260
C -0.608 -1.232 -2.801 -0.203 -0.272 0.038
C 0.075 -1.556 5.873 -0.166 0.095 -0.188
C 2.555 -4.164 -0.316 0.043 -0.039 -0.113
C 1.736 -2.719 1.914 -0.011 -0.128 0.440
C 2.646 -4.435 3.366 -0.017 0.085 0.224
H 0.687 -1.099 6.651 0.032 -0.028 0.041
H -2.157 1.398 0.847 0.044 0.029 -0.045
H -0.372 -2.472 6.260 0.029 -0.013 0.038
H -0.923 -2.733 -1.278 -0.059 0.056 0.044
H -2.731 -5.251 3.732 -0.014 -0.039 -0.005
H -1.195 -4.544 4.277 0.000 -0.024 0.052
H -0.889 1.205 -3.298 0.066 -0.125 -0.064
H -3.455 0.068 -0.631 0.007 -0.018 -0.113
H -0.566 0.327 5.040 -0.065 -0.005 0.078
H 3.033 -5.452 3.336 0.004 0.023 -0.121
H -0.109 2.195 0.395 0.058 -0.064 0.019
H -2.418 2.404 -0.592 0.063 -0.017 -0.010
H 0.846 1.470 -3.437 -0.065 -0.041 -0.039
H -2.891 -3.539 1.935 0.077 -0.003 -0.014
H -2.073 -1.333 0.198 0.142 0.059 -0.086
H 1.004 2.580 -1.435 -0.048 0.012 0.086
H 1.731 -4.412 3.956 0.045 -0.012 0.019
H -0.021 -2.013 -3.277 -0.010 0.048 0.004
H 0.706 -1.790 5.017 0.069 -0.060 0.028
H -2.425 -2.166 -2.039 0.043 0.006 -0.022
H 2.919 -4.657 -1.202 -0.028 -0.057 -0.012
H -1.652 -0.318 6.291 0.022 0.041 -0.060
H -2.405 0.416 -2.020 -0.033 -0.073 -0.014
H -1.271 -0.806 -3.557 0.106 0.112 0.006
H -2.694 -3.612 4.414 -0.041 -0.071 0.051
H 3.276 -5.589 1.094 0.042 0.032 0.040
H 3.370 -3.777 3.847 -0.010 -0.043 0.006
H -1.370 -4.451 1.784 -0.012 0.068 0.024
H -0.643 3.032 -1.897 0.021 -0.015 0.046
H 1.256 -0.457 -2.386 -0.044 -0.101 -0.118

---

11
Properties=species:S:1:pos:R:3:forces:R:3 method="wB97M-V/def2-TZVPD" multiplicity=2 e_tot_ha=-1982.8439 e_above_lowest_ev=0.000 s2=0.7565
Cu 0.144 -0.177 0.571 1.597 -0.576 -0.320
O -3.014 1.098 -0.145 1.909 -0.815 0.600
O -1.558 -0.622 -0.079 0.264 0.243 0.538
O -0.838 1.403 0.357 0.188 -0.629 0.475
C -1.882 0.652 0.068 -3.306 1.408 -1.552
C 2.450 -0.826 0.523 -0.290 0.085 -0.251
C 1.777 -1.860 -0.024 -0.270 -0.194 0.474
H 2.880 -0.039 -0.103 -0.239 -0.138 0.251
H 1.560 -1.994 -1.087 0.218 0.351 0.296
H 2.682 -0.809 1.592 -0.018 -0.042 -0.370
H 1.490 -2.708 0.606 -0.053 0.306 -0.141

---

106
Properties=species:S:1:pos:R:3:forces:R:3 method="wB97M-V/def2-TZVPD" e_tot_ha=-3590.8967 e_above_lowest_ev=7.491 charge=+3
Ta 0.146 0.282 0.090 -0.745 -5.415 3.685
S -1.213 4.142 -0.685 -0.300 0.264 -0.310
S 0.582 2.482 -1.066 -1.151 2.729 -1.779
F 1.740 4.711 -2.288 -0.446 -0.555 0.197
F -3.504 5.455 -0.740 0.447 -0.067 -0.032
F 2.261 4.214 -0.256 -0.217 0.005 -0.103
F -3.515 3.590 0.362 0.240 0.166 0.042
F -3.524 3.565 -1.794 0.280 0.231 -0.117
F 2.897 2.948 -1.896 -0.240 -0.018 -0.052
O -0.603 4.046 -2.002 -0.667 0.767 -1.162
O 0.358 1.481 -2.082 -0.004 -1.101 -0.764
O 1.406 1.711 -0.057 2.057 -0.121 1.634
O -0.698 5.094 0.209 -0.376 0.738 0.527
N 0.080 -0.978 3.099 -0.064 -0.115 0.369
N -0.768 2.614 -0.228 0.865 -1.027 0.703
N -1.146 -2.174 1.339 0.138 -0.187 0.284
N 1.649 -1.257 0.391 -1.433 1.989 -0.025
N 0.040 -4.013 -2.874 -0.039 -0.960 -1.313
N 0.282 -4.841 -1.866 -0.086 0.997 0.988
N 1.399 -2.177 1.386 -0.091 -0.452 0.253
N -0.058 -2.842 -2.416 -0.074 0.714 -0.246
N 0.107 -2.829 -1.094 0.109 -0.958 0.255
N -1.346 -1.162 0.414 0.128 0.670 -0.097
N 0.069 0.304 2.603 0.182 0.248 -2.461
C -1.652 -6.862 -0.863 0.180 -0.235 -0.095
C -4.394 -1.363 -1.893 0.238 0.034 0.151
C 4.156 0.317 -0.902 -0.124 -0.033 0.028
C 2.518 -0.781 -2.528 0.271 -0.273 0.217
C 0.068 -0.958 4.443 0.017 0.719 -0.203
C 0.055 0.365 4.832 0.006 -0.128 -0.528
C 0.054 1.143 3.676 0.045 -0.052 0.781
C 0.072 -2.143 5.320 0.003 -0.218 0.047
C 0.095 3.352 2.462 -0.109 -0.139 0.358
C -1.353 2.982 4.474 0.112 0.014 -0.103
C 4.643 -1.883 -1.938 -0.193 0.066 0.185
C -3.607 0.689 -0.731 -0.001 -0.287 -0.091
C 0.319 -4.093 -0.756 -0.075 0.351 -0.466
C 1.949 3.754 -1.450 1.760 0.914 0.076
C 0.475 -6.254 -2.078 0.212 -1.139 -0.283
C -2.164 -0.444 -2.461 -0.363 -0.578 0.236
C 3.332 -2.728 0.471 -0.468 0.703 -0.317
C 3.516 -0.992 -1.385 0.020 0.236 -0.056
C -2.546 -1.465 -0.214 -0.873 -0.500 -0.343
C 2.411 -3.051 1.465 -0.022 0.524 -0.414
C 0.557 -7.210 0.315 -0.071 -0.143 -0.270
C 2.544 -4.146 2.442 -0.099 -0.101 0.145
C -3.160 -0.654 -1.319 -0.099 0.196 -0.026
C -3.071 -2.607 0.342 0.404 0.673 -0.230
C -0.168 -7.178 -1.032 -0.084 0.323 0.040
C -2.353 -4.217 2.182 0.154 -0.118 0.218
C -0.009 2.639 3.803 0.017 0.317 -0.275
C -3.102 4.219 -0.734 -0.667 -0.492 0.105
C 1.129 3.110 4.723 -0.075 -0.079 -0.104
C 2.837 -1.628 -0.201 1.119 -0.667 -0.292
C -2.168 -3.032 1.324 0.028 0.465 -0.453
B 0.108 -2.204 2.223 -0.102 0.491 0.046
H -2.768 1.217 -0.264 -0.105 0.036 -0.021
H 0.040 -1.813 6.354 -0.001 -0.031 0.061
H -4.023 1.291 -1.533 0.023 0.142 0.014
H 0.090 -3.166 2.889 0.056 -0.346 0.144
H 2.267 -1.734 -2.989 -0.130 0.014 -0.012
H -0.791 -2.777 5.134 -0.072 -0.114 0.009
H 1.550 -6.451 -2.134 -0.081 0.059 -0.060
H 3.400 -4.764 2.190 0.034 0.010 -0.020
H 4.950 0.098 -0.192 0.063 0.033 0.095
H 0.251 -8.101 0.858 -0.001 -0.017 0.130
H 0.045 0.725 5.840 -0.024 0.080 0.164
H -2.670 0.020 -3.304 0.090 0.275 -0.031
H -3.989 -3.097 0.089 -0.170 -0.046 -0.117
H 2.704 -3.730 3.434 0.026 0.016 0.199
H 5.474 -1.974 -1.244 0.066 -0.008 0.106
H 2.959 -0.144 -3.291 -0.086 0.166 -0.036
H 1.041 2.697 5.723 0.016 -0.048 0.078
H 4.593 0.841 -1.746 0.075 0.097 -0.107
H 0.480 -4.452 0.234 0.055 -0.250 0.207
H 1.082 4.192 4.815 0.011 0.110 -0.006
H 0.226 4.420 2.612 0.011 0.074 0.061
H 0.973 -2.734 5.179 0.080 -0.124 0.017
H 3.433 0.968 -0.416 0.190 0.033 -0.003
H 1.581 -0.332 -2.193 -0.202 0.080 0.007
H 1.660 -4.772 2.488 -0.166 -0.114 0.024
H -1.418 -4.697 2.446 0.097 -0.104 0.034
H 4.287 -2.877 -2.197 -0.067 -0.122 -0.062
H 0.305 -6.352 0.940 -0.009 0.080 0.097
H -1.466 4.061 4.513 -0.024 0.171 0.011
H -3.008 -4.931 1.688 0.044 -0.012 -0.070
H -5.164 -1.496 -1.142 -0.156 -0.043 0.152
H -2.109 -7.585 -0.192 -0.098 0.001 0.040
H -2.163 -6.911 -1.822 -0.140 0.030 -0.025
H -2.853 -3.932 3.110 0.006 0.100 0.075
H 0.041 -6.455 -3.060 0.108 0.032 0.083
H 0.952 2.986 1.894 -0.014 0.099 0.044
H 4.247 -3.239 0.262 0.218 -0.147 -0.066
H -4.815 -0.754 -2.687 -0.036 0.077 -0.090
H 5.029 -1.419 -2.843 0.027 0.019 -0.054
H 2.100 2.837 4.322 0.190 -0.005 -0.058
H -4.383 0.539 0.017 -0.004 0.063 0.135
H -0.077 -8.180 -1.462 0.010 0.108 -0.060
H -1.348 0.224 -2.173 0.303 0.203 0.135
H -1.739 -1.387 -2.801 0.056 0.119 0.008
H -4.135 -2.328 -2.314 0.033 -0.198 -0.095
H -1.793 -5.864 -0.442 -0.068 0.083 0.049
H -0.822 3.212 1.896 0.105 -0.014 0.230
H -2.194 2.567 3.925 -0.120 -0.039 -0.100
H 1.636 -7.261 0.184 0.132 0.021 0.058
H -1.392 2.608 5.493 -0.022 -0.037 0.068

---

11
Properties=species:S:1:pos:R:3:forces:R:3 method="wB97M-V/def2-TZVPD" e_tot_ha=-4957.7470 e_above_lowest_ev=2.005
Se -1.956 -0.561 -0.935 0.245 -0.370 0.522
Se 0.291 2.309 2.743 0.826 -0.248 0.004
O 0.713 -1.418 -0.562 -0.381 -1.469 1.107
C 1.357 -0.585 -1.339 0.913 1.209 -1.113
C -0.342 -0.952 0.203 -0.910 0.388 -0.250
H -0.639 -1.753 0.881 0.048 0.167 -0.128
H -1.077 2.731 2.731 -0.827 0.249 -0.012
H 2.144 -1.018 -1.928 0.062 -0.056 -0.046
H -0.110 -0.033 0.754 0.058 -0.221 -0.138
H -1.560 0.801 -1.236 0.091 0.296 -0.067
H 1.178 0.478 -1.312 -0.125 0.056 0.120

---

16
Properties=species:S:1:pos:R:3:forces:R:3 method="wB97M-V/def2-TZVPD" multiplicity=4 e_tot_ha=-862.1765 s2=3.7524 charge=+1
Pr -0.168 4.574 -3.384 -0.010 -1.277 -0.092
O 0.408 2.367 -3.496 -0.803 1.445 0.152
O 2.326 4.232 -3.501 -0.764 0.346 -0.054
O -2.664 2.730 -3.047 4.441 -0.938 -0.720
C 1.654 2.003 -4.006 0.274 -0.356 -0.169
C 3.295 5.180 -3.087 0.473 0.158 0.035
C 2.748 2.870 -3.406 0.403 -0.607 0.103
H 1.688 2.097 -5.109 -0.051 -0.024 0.263
H 2.794 6.150 -3.001 0.178 -0.092 -0.036
H 3.716 4.899 -2.110 -0.065 0.099 -0.269
H 4.091 5.241 -3.843 -0.131 0.069 0.307
H -1.683 2.240 -3.147 -3.643 1.130 0.446
H 1.898 0.951 -3.770 -0.069 0.275 -0.097
H -2.906 2.628 -2.123 -0.054 -0.256 0.209
H 3.697 2.754 -3.951 -0.200 -0.036 0.190
H 2.895 2.631 -2.339 0.021 0.063 -0.270